ORCA calculation (ωB97M-V with the def2-TZVPD basis set) on a 7-piece molecular cluster, C17H36N2O19 overall in a non-equilibrium geometry.

Last column: Löwdin charge in e.
Atoms and positions in Å:
C  5.820430  -4.008150  20.834240  0.0286
N  6.910070  -3.271650  21.508510  -0.4448
O  7.940320  -3.021640  20.898870  0.0589
O  6.714190  -3.000000  22.676380  0.0632
H  4.929650  -3.904440  21.453810  0.0948
H  5.993250  -5.083340  20.787420  0.1013
H  5.623060  -3.682450  19.812930  0.0981
C  9.598150  -5.188210  15.756560  0.0476
N  8.716040  -6.239570  16.385970  -0.4314
O  9.269970  -7.217600  16.884210  0.0486
O  7.504920  -6.061280  16.350960  0.0478
H  9.547880  -5.353140  14.680280  0.1012
H  10.620910  -5.301570  16.116010  0.0919
H  9.247680  -4.190570  16.021090  0.0942
C  15.362930  -5.573430  14.306360  -0.0545
O  15.504810  -6.944480  14.110170  0.0202
C  14.539220  -7.591010  13.512090  -0.6144
O  13.443500  -7.027120  13.222200  0.0454
O  14.779660  -8.838950  13.446850  0.0508
C  14.040450  -9.768410  12.668680  -0.0210
H  15.980650  -5.234620  15.138060  0.0979
H  14.329490  -5.242170  14.408190  0.0928
H  15.769760  -5.135840  13.394710  0.1012
H  13.189070  -9.237910  12.242290  0.0912
H  13.614790  -10.623030  13.194550  0.0966
H  14.527930  -10.228140  11.808970  0.0941
C  5.974830  -16.396980  22.353060  -0.0317
O  5.589630  -15.323120  21.463790  0.0025
C  5.794680  -14.050390  21.832800  -0.6481
O  5.920860  -13.637830  22.971580  0.1009
O  5.875920  -13.345550  20.774630  0.0339
C  6.323260  -11.986940  20.885930  -0.0074
H  6.957480  -16.862540  22.277190  0.0907
H  5.203660  -17.166620  22.385580  0.0913
H  5.981100  -15.958620  23.351010  0.0816
H  5.482390  -11.303130  20.770030  0.0962
H  6.981550  -11.811350  20.035100  0.0948
H  6.800460  -11.808870  21.849610  0.0953
C  7.066610  1.799740  18.419280  -0.0046
O  7.217410  0.790200  17.335870  -0.0039
C  6.446520  0.880120  16.248710  -0.6487
O  5.642320  1.734940  16.066440  0.1432
O  6.829960  -0.080600  15.447800  0.0119
C  6.326100  -0.232780  14.171350  -0.0608
H  7.935230  2.065990  19.021530  0.0885
H  6.211560  1.387560  18.955100  0.0945
H  6.785640  2.815210  18.140030  0.0836
H  6.966250  0.280090  13.453520  0.1017
H  5.348730  0.223730  14.014970  0.0950
H  6.193390  -1.304510  14.023410  0.0994
C  -3.227620  -2.176180  15.862010  -0.0462
O  -1.956210  -2.400470  15.214200  -0.0507
C  -0.956400  -3.203030  15.805470  -0.5356
O  -1.055550  -3.590150  16.935850  0.1236
O  0.061470  -3.469920  14.976770  -0.0352
C  1.022950  -4.457370  15.208240  -0.0349
H  -3.540420  -1.171130  15.578960  0.0870
H  -3.238050  -2.104730  16.949620  0.0891
H  -3.855060  -2.953320  15.425580  0.0959
H  1.615330  -4.055030  16.030010  0.1015
H  1.531060  -4.557320  14.249110  0.1027
H  0.395210  -5.295790  15.510050  0.1028
C  10.770920  -14.780080  18.689570  -0.0389
O  11.168070  -13.522170  18.206490  -0.0155
C  11.000920  -13.169470  16.952210  -0.5700
O  10.489150  -13.846770  16.024160  0.0790
O  11.591910  -11.999000  16.750650  -0.0006
C  12.126320  -11.128230  17.751890  -0.0295
H  11.625070  -15.457070  18.675500  0.0997
H  9.906970  -15.258030  18.227770  0.1006
H  10.505990  -14.606780  19.732590  0.0930
H  12.275020  -10.152780  17.288770  0.0953
H  13.126790  -11.392980  18.094050  0.0910
H  11.465170  -11.146070  18.618300  0.0958

Atomic forces in eV per Å
-1.29 -0.56 -0.28
0.76 -0.12 0.03
-0.80 -0.20 0.09
0.07 0.09 -0.12
0.16 0.29 -0.12
0.70 0.14 0.15
0.41 0.34 0.21
0.14 -0.02 0.12
0.03 -0.38 0.48
-0.56 1.01 -0.54
1.00 -0.07 -0.04
-0.02 0.06 0.12
-0.25 -0.32 -0.05
-0.33 -0.28 -0.07
0.13 1.55 -0.80
1.18 -1.41 0.71
-5.36 3.55 -0.20
2.87 -1.67 0.08
2.00 -3.16 -0.12
-2.05 0.28 -1.14
-0.10 -0.44 0.06
0.07 -0.30 0.14
-0.10 0.54 0.07
-0.10 0.06 0.07
0.40 0.42 0.91
1.03 0.58 0.26
-0.88 0.93 1.87
0.53 -1.31 -0.46
0.50 -1.04 3.05
-0.11 -0.57 -0.61
0.14 1.54 -2.44
-0.22 0.33 -0.11
0.09 0.43 -1.12
0.00 0.17 -0.55
-0.06 -0.05 0.18
-0.14 -0.17 0.15
0.13 -0.14 0.22
0.04 -0.12 -0.19
-1.62 -0.17 -0.68
1.30 1.03 1.36
0.97 0.96 1.09
-1.21 0.59 -0.63
0.82 -0.92 0.84
-1.26 0.25 -1.28
0.45 -1.53 -0.23
0.41 0.33 0.70
-0.41 -0.30 -1.14
0.30 -0.49 -0.10
-0.16 0.11 0.46
0.40 0.13 -0.38
0.52 0.04 -0.27
2.60 -0.78 0.09
-1.49 0.51 0.15
0.26 -0.30 0.10
-2.67 2.91 -1.58
-0.93 0.14 1.13
-0.02 -0.20 -0.57
0.47 -0.82 0.01
-0.48 0.26 0.56
0.60 -0.74 -0.10
0.16 -0.29 0.43
0.99 -0.74 0.06
-0.24 -0.87 0.98
-0.27 0.16 0.56
-0.46 -1.85 -3.01
1.45 2.27 3.26
-0.05 0.54 -1.39
0.02 -0.34 0.49
-0.05 -0.03 -0.19
0.16 0.43 -0.53
0.06 -0.05 0.02
-0.67 -0.06 0.01
-0.01 -0.67 -0.12
0.05 0.48 -0.09

For the energy above the lowest of the compared OMol25 structures with the same formula, charge and spin, the calculation gives 45.7 kcal per mole. The calculation puts the lowest unoccupied orbital energy at 0.10 eV. Its spin multiplicity is 1. For the energy, the calculation gives -60086.3493 eV. For the HOMO energy, the calculation gives -10.65 eV. The calculation puts the maximum force at 6.431 eV/Å. As for the structure (SMILES): C[N+](=O)[O-].C[N+](=O)[O-].COC(=O)OC.COC(=O)OC.COC(=O)OC.COC(=O)OC.COC(=O)OC. Its orbital gap is 10.7 eV.



ORCA calculation (ωB97M-V with the def2-TZVPD basis set) on a 8-piece molecular cluster, C39H101N9O13 overall in a non-equilibrium geometry.

Last column: Löwdin charge in e.
Atoms and positions in Å:
C  4.023518  -1.498165  2.511380  -0.0807
C  5.288620  -1.580783  1.756680  -0.3877
C  6.203288  -0.292165  2.103097  -0.1530
O  5.521362  0.907280  1.635209  -0.2207
C  6.244953  2.123273  1.786509  -0.1152
N  6.154269  -2.778877  2.063487  0.0312
H  3.568491  -2.460564  2.745562  0.0810
H  3.269806  -0.871577  2.034491  0.0458
H  4.151912  -0.943260  3.440727  0.0858
H  5.121757  -1.682169  0.684310  0.1273
H  7.198273  -0.250840  1.659920  0.1120
H  6.327145  -0.284281  3.186005  0.1169
H  6.103132  2.225763  2.862372  0.0919
H  6.053776  2.935651  1.085359  0.0838
H  7.333048  2.155683  1.730868  0.0762
H  6.093995  -3.028816  3.040223  0.0598
H  7.074552  -2.427623  1.840313  0.0507
C  1.737981  2.324466  -0.714356  -0.0597
C  1.266551  1.568616  0.505837  -0.4113
C  1.179393  0.040658  0.258218  -0.1432
O  0.059622  -0.164718  -0.641767  -0.1885
C  -1.165966  -0.320219  0.017903  -0.1181
N  2.277510  1.893529  1.530496  0.0708
H  1.570483  3.401503  -0.720423  0.0656
H  1.000021  1.985923  -1.441613  0.0654
H  2.679461  2.057849  -1.194585  0.0923
H  0.305091  1.977610  0.816361  0.1017
H  0.997746  -0.422523  1.228050  0.0843
H  2.116532  -0.440066  -0.022442  0.1296
H  -1.224098  -1.075216  0.801931  0.0735
H  -1.803471  -0.622054  -0.813108  0.0717
H  -1.480007  0.640179  0.426673  0.0821
H  3.130899  1.989589  0.998881  0.0504
H  2.425287  1.090469  2.124937  0.0384
C  3.225238  -6.840922  -1.712462  -0.1246
O  3.613145  -5.595135  -2.197411  -0.2396
C  3.398378  -5.430220  -3.560198  -0.2115
C  4.183235  -4.122645  -3.760251  -0.1606
N  3.255085  -3.114617  -4.313106  -0.0642
C  2.092255  -2.843614  -3.548760  -0.2190
C  1.574876  -1.428114  -3.906345  -0.2426
O  2.591561  -0.489778  -3.873520  -0.1659
C  2.249336  0.722321  -4.530825  -0.0963
H  3.070326  -6.658074  -0.649127  0.0860
H  3.915703  -7.638296  -1.987342  0.0934
H  2.233396  -7.132686  -2.057734  0.0821
H  2.314888  -5.325983  -3.503059  0.1021
H  3.756071  -6.274517  -4.149545  0.1264
H  5.074672  -4.385051  -4.329984  0.1146
H  4.619806  -3.799096  -2.815369  0.1171
H  3.859016  -2.305393  -4.336044  0.1017
H  2.399458  -2.704678  -2.512219  0.1129
H  1.323637  -3.614803  -3.599810  0.1132
H  0.844526  -1.123422  -3.156780  0.1066
H  0.946029  -1.525635  -4.791305  0.1209
H  2.366751  0.837137  -5.608379  0.0865
H  2.903488  1.531534  -4.206240  0.0846
H  1.228355  1.010125  -4.280076  0.0717
C  1.147397  -4.258287  0.000327  -0.1366
O  -0.114717  -3.718257  0.111769  -0.2055
C  -1.179600  -4.587580  -0.331975  -0.1403
C  -2.611311  -3.859312  -0.232697  -0.1819
N  -3.758013  -4.689985  -0.639206  -0.0465
C  -3.852711  -5.688990  0.385215  -0.2231
C  -5.122371  -6.614788  0.179060  -0.1577
O  -6.252216  -5.762223  0.540159  -0.2421
C  -7.557211  -6.349258  0.453505  -0.0930
H  1.162126  -5.145226  0.633741  0.0793
H  2.006359  -3.739640  0.426081  0.0958
H  1.429269  -4.652981  -0.975828  0.0700
H  -1.085697  -5.363762  0.427514  0.1030
H  -1.036414  -5.024269  -1.320350  0.1281
H  -2.584419  -3.023292  -0.931589  0.0852
H  -2.844207  -3.370621  0.713367  0.1094
H  -4.598019  -4.130195  -0.672829  0.0870
H  -4.001288  -5.335380  1.405502  0.1176
H  -3.004272  -6.373055  0.368109  0.1131
H  -5.162820  -7.446055  0.882944  0.1139
H  -5.197404  -7.111627  -0.788210  0.1194
H  -7.579441  -6.870513  -0.503517  0.0878
H  -8.329757  -5.580920  0.422950  0.0551
H  -7.761099  -7.115659  1.201279  0.0909
C  -4.542438  -0.983445  -1.240305  -0.1257
O  -5.711079  -1.710065  -1.097362  -0.1803
C  -6.663651  -1.337543  -0.018919  -0.1390
C  -7.711008  -2.412992  0.209350  -0.1256
N  -8.801278  -1.949583  0.987129  0.1925
C  -9.727584  -3.014247  1.189899  -0.1427
C  -10.965451  -2.497405  1.845634  -0.1988
O  -11.946357  -3.538739  2.006529  -0.1976
C  -12.987160  -3.484954  3.027966  -0.0405
H  -4.035671  -0.921453  -0.277271  0.0867
H  -4.732095  -0.042263  -1.756352  0.0941
H  -3.866874  -1.419122  -1.976445  0.0933
H  -7.182215  -0.529062  -0.534244  0.1266
H  -6.273213  -0.891525  0.895804  0.1382
H  -7.259925  -3.189004  0.827758  0.1484
H  -8.083884  -2.534822  -0.807620  0.1818
H  -9.175335  -1.044984  0.738363  0.1852
H  -9.221299  -3.800302  1.750161  0.1544
H  -9.988689  -3.572088  0.290597  0.1693
H  -11.436448  -1.726275  1.236039  0.1353
H  -10.661462  -2.087833  2.808926  0.1362
H  -13.515146  -4.426634  2.877690  0.0964
H  -13.563948  -2.572197  2.878651  0.0929
H  -12.552646  -3.558183  4.024925  0.0875
C  -0.547502  4.938170  1.630445  -0.0877
O  -0.983347  5.132976  0.242077  -0.1884
C  -1.881109  4.078596  -0.174974  -0.1943
C  -2.532986  4.435515  -1.538783  -0.2320
N  -3.729644  3.747559  -1.792901  -0.0840
C  -4.377890  4.273262  -2.995614  -0.1979
C  -3.762291  3.773731  -4.330830  -0.1640
O  -3.410373  2.340335  -4.201397  -0.2053
C  -2.321992  1.891413  -4.972100  -0.1168
H  0.137367  5.671354  2.056451  0.0740
H  -0.011463  4.029941  1.905908  0.0713
H  -1.436176  5.081346  2.245146  0.0806
H  -2.725134  3.960138  0.504511  0.1126
H  -1.337935  3.133913  -0.200214  0.0932
H  -1.801861  4.222585  -2.318658  0.1128
H  -2.722664  5.508883  -1.534344  0.1293
H  -3.614961  2.754543  -1.937364  0.0982
H  -4.645178  5.321030  -2.858335  0.1244
H  -5.346718  3.779467  -2.920566  0.1016
H  -2.812692  4.308706  -4.343547  0.0978
H  -4.201056  4.236782  -5.214661  0.1204
H  -2.278434  2.437321  -5.914538  0.0864
H  -2.410405  0.844449  -5.262177  0.0846
H  -1.364249  2.031331  -4.470838  0.0772
C  10.801541  9.365686  0.735531  -0.1565
O  10.217145  8.439104  1.597462  -0.2006
C  8.728054  8.411857  1.546282  -0.1621
C  8.080606  7.107428  2.128582  -0.1811
N  6.601116  7.279182  2.056133  -0.0825
C  5.817685  6.262125  2.779246  -0.1852
C  4.394339  6.165968  2.123296  -0.2172
O  4.400148  5.563187  0.853937  -0.1976
C  3.245456  5.729698  0.095809  -0.1131
H  10.810122  9.132004  -0.329096  0.0838
H  11.873591  9.330022  0.929294  0.0815
H  10.509906  10.381613  1.001846  0.0857
H  8.248227  8.410640  0.567580  0.1116
H  8.492828  9.280120  2.161813  0.1181
H  8.273118  7.104883  3.201438  0.1140
H  8.482635  6.234535  1.614262  0.1133
H  6.152072  7.363297  1.155365  0.0943
H  5.777853  6.609997  3.811480  0.1126
H  6.247721  5.260537  2.779099  0.0996
H  3.985612  7.175909  2.156002  0.1204
H  3.715961  5.536243  2.698936  0.1189
H  2.417777  5.653061  0.800915  0.0781
H  3.177168  5.081799  -0.778072  0.0792
H  3.214663  6.674294  -0.447223  0.0865
C  1.068565  -1.518396  4.487907  -0.7686
O  1.497582  -0.407667  4.610852  0.0586
N  0.241374  -1.984884  3.516544  0.1634
N  1.354500  -2.507205  5.308660  0.1520
H  0.051283  -1.394933  2.719107  0.0707
H  0.049624  -2.975348  3.564754  0.0953
H  0.985808  -3.446715  5.270002  0.1088
H  1.853145  -2.117355  6.095724  0.1206

Atomic forces in eV per Å
-1.14 0.49 0.95
2.95 0.50 -0.19
-1.80 0.47 -1.19
0.46 -1.01 -1.26
0.62 -0.51 1.79
-1.13 0.95 -0.32
0.07 -0.12 -0.13
0.07 -0.24 -0.46
0.22 -0.31 0.38
-0.08 0.53 -0.08
0.09 -0.64 -0.26
-0.08 0.12 0.31
-0.19 1.82 0.08
-1.39 -0.18 0.32
0.55 -1.37 -0.42
0.24 0.13 0.20
0.44 -0.64 0.29
-2.15 -0.36 -1.89
2.44 0.19 0.46
-1.39 1.35 0.38
1.71 -0.97 0.65
-0.15 0.40 -0.92
-0.35 -0.37 -0.03
0.35 0.00 0.61
-0.08 0.10 -0.72
0.34 -0.10 0.70
-0.20 -0.30 -0.02
-0.45 -0.14 0.19
-0.07 0.30 -0.98
0.41 -0.28 0.02
-0.51 0.06 0.33
-0.35 0.10 0.15
0.45 0.08 0.38
0.03 0.03 0.57
-0.73 0.31 0.62
0.99 -1.35 1.75
0.37 1.18 1.32
-1.48 -0.63 -0.75
2.45 -0.77 -1.67
0.56 2.03 1.26
-1.80 -1.58 0.61
0.85 0.76 -1.37
0.05 0.91 0.52
0.56 -0.69 0.23
0.20 -0.06 0.32
-0.33 -0.04 -0.47
-0.23 0.05 -1.74
-0.13 -0.05 -0.17
-0.27 0.67 -0.92
-0.44 -0.09 0.46
-0.64 0.67 -0.33
-0.21 -0.47 0.76
-0.08 0.25 -0.23
-0.24 -0.18 0.46
0.64 0.53 -0.92
-0.09 -1.22 -0.39
0.10 -0.22 0.68
-0.17 0.03 0.08
0.90 -2.41 0.54
-1.53 1.95 -1.03
-0.53 0.65 1.91
0.94 0.70 -1.52
1.56 -0.35 0.57
-2.58 -2.78 -0.38
-0.07 0.89 1.24
-0.34 0.18 -0.24
1.32 -0.60 -1.14
0.02 -0.72 0.22
-0.59 1.17 -0.26
-0.15 0.48 -0.45
-0.60 -0.70 -0.26
0.09 0.27 -0.19
0.31 0.02 -0.18
0.65 -0.30 0.65
-0.05 0.15 0.02
0.33 0.46 0.25
0.14 0.25 -0.06
0.52 -0.05 0.36
-0.19 0.67 -0.50
-0.44 -0.09 -0.22
0.19 0.09 0.27
0.07 0.23 0.43
0.77 1.06 -0.18
-2.40 -2.09 1.79
0.96 1.80 -2.46
2.79 1.16 0.77
-0.85 -1.36 -2.17
-0.82 -0.40 1.30
-2.21 -0.54 1.42
1.18 -0.14 -0.31
1.35 0.02 -0.68
0.21 0.49 -0.12
-0.16 0.70 0.70
-0.22 -0.91 0.25
-0.43 0.55 0.38
0.72 -0.49 0.04
-0.14 -1.02 -1.05
-0.18 -1.23 -0.13
-0.17 0.79 0.49
0.07 -0.02 0.47
0.18 0.36 -0.79
0.20 0.42 -0.10
-0.22 0.25 0.23
-0.37 0.44 -0.17
-0.32 -0.27 0.23
0.10 0.39 0.08
-0.88 0.50 -0.02
0.53 -0.86 1.00
-0.16 0.81 -0.20
2.56 0.19 0.87
-1.39 0.24 -0.22
-1.84 -2.54 0.23
2.69 0.93 1.66
-1.77 1.27 -0.15
0.26 0.62 -0.84
0.07 0.74 -1.14
-0.41 -0.67 -0.72
-0.16 -0.49 0.21
0.01 0.12 0.50
0.08 -0.18 -0.18
0.47 0.30 -0.21
-0.01 0.05 0.05
0.33 -0.06 0.05
0.71 0.16 -0.57
-0.50 0.05 -0.33
0.63 -0.13 -0.14
-0.90 -1.25 -0.34
0.09 0.11 -0.14
-0.36 -0.08 0.42
0.05 0.07 0.26
1.31 0.24 0.42
-2.14 -1.50 -0.59
0.93 -0.66 0.92
-0.52 1.80 0.26
0.21 -0.58 0.19
-0.62 0.25 -0.96
0.21 -0.15 1.31
1.98 -0.06 -0.83
-0.48 0.75 -0.07
-1.01 0.03 -0.21
0.14 -0.02 0.43
-0.38 0.20 -0.50
0.75 0.83 -0.55
-0.81 -0.05 -0.27
0.33 -0.54 -0.01
-0.01 -0.19 0.08
0.87 0.01 -0.53
-0.54 -0.31 0.18
0.31 -0.15 -0.15
-0.16 0.27 -0.52
0.07 0.06 0.72
-0.63 -0.16 -0.56
0.22 -0.94 0.68
0.00 0.81 0.57
-1.21 -0.71 -1.67
0.44 1.73 -0.14
-0.64 0.49 -0.89
1.53 -1.01 2.78
-0.10 -0.56 0.11
-0.25 0.49 -0.86
0.22 0.47 0.27
0.03 -0.98 0.34

As for the expectation value of S²: 0.754. The calculation puts the lowest unoccupied orbital energy (alpha / beta) at -2.95 / -8.06 eV. Its spin multiplicity is 2. Its charge is +1. For the energy, the calculation gives -82086.9069 eV. For the HOMO energy (alpha / beta), the calculation gives -9.57 / -9.57 eV. The calculation puts the maximum force at 3.808 eV/Å. Its orbital gap (alpha / beta) is 6.6 / 1.5 eV.



The lowest maximum force belongs to which entry?
C39H101N9O13